The following is a DFT calculation (the ωB97M-V functional and the def2-TZVPD basis) of a molecular structure, C17H17AuF6N4O4Sb.

As for the multiplicity: 2. As for the frontier orbital gap (alpha / beta): 6.03 / 6.01 eV. As for the energy: -58572.46412 eV. The net charge is +2.

```
50
Properties=species:S:1:pos:R:3:forces:R:3
Au 0.29456 -0.20515 -0.00393 0.068 -0.078 -0.123
Sb -2.76912 -1.76932 -1.15835 -0.154 0.056 0.083
F -3.60127 -2.91459 -2.32860 0.033 -0.004 0.000
F -3.96641 -0.34714 -1.11252 0.053 -0.028 -0.005
F -1.12580 -2.67592 -0.94163 0.030 -0.017 -0.051
F -3.40387 -2.48434 0.42791 0.008 -0.019 -0.017
F -1.67558 -0.44475 0.17215 -0.078 0.025 0.058
F -1.84913 -0.80712 -2.52667 -0.097 -0.052 -0.036
O -4.13636 -3.55204 4.89206 -0.053 0.102 0.005
O -2.91687 -2.99108 6.65446 -0.028 0.065 0.003
O 0.33807 0.53484 -2.77752 0.142 0.146 0.041
O -0.75608 2.61751 1.88617 0.007 -0.003 0.022
N 2.28947 -0.12490 -0.16584 0.010 0.013 0.037
N -0.68285 2.31174 0.71972 -0.049 0.074 0.021
N 0.78861 -1.33359 1.60836 0.011 0.016 -0.020
N -0.15390 0.98879 -1.57318 -0.016 -0.042 -0.108
C 4.36556 0.45307 -1.13613 -0.006 0.003 -0.011
C 2.97469 0.48608 -1.12885 -0.007 -0.004 0.009
C -2.02430 -2.63321 4.41037 -0.043 0.088 0.006
C -1.49954 2.57929 -2.82235 -0.007 0.003 0.001
C -1.94830 -3.25826 3.16825 -0.015 0.004 -0.001
C 4.30690 -0.86286 0.86566 0.003 -0.002 -0.002
C -0.98082 1.98735 -1.56650 0.024 -0.017 0.053
C -3.12816 -3.09485 5.33509 0.115 -0.270 -0.009
C -1.01952 -2.84544 2.23325 0.003 -0.025 -0.013
C -1.46352 2.51778 -0.28714 0.017 -0.024 -0.048
C 5.03769 -0.21953 -0.13676 0.003 -0.004 0.011
C 2.04965 -1.43457 1.79472 -0.015 0.012 0.020
C -2.77015 3.24319 -0.17302 0.017 0.003 0.020
C -1.17271 -1.57860 4.72130 0.003 0.001 -0.007
C -0.24113 -1.14246 3.79296 0.008 -0.008 0.005
C 2.93578 -0.80250 0.82514 0.007 0.003 -0.006
C -0.17632 -1.79444 2.56710 0.013 0.001 0.007
H -2.00012 -2.78283 6.86996 -0.005 0.019 -0.002
H -0.32304 -0.12267 -3.08392 -0.010 -0.030 0.038
H -0.95096 -3.32444 1.26605 0.012 -0.001 0.044
H -3.03924 3.34841 0.87512 -0.005 0.000 -0.001
H -2.70338 4.24003 -0.61147 -0.005 -0.003 0.000
H -2.48444 2.13370 -3.00658 0.001 0.000 -0.019
H 4.79983 -1.40376 1.66233 0.000 -0.001 -0.001
H 2.40934 0.98206 -1.90361 0.001 0.003 -0.005
H 6.11894 -0.25463 -0.12770 0.000 -0.001 -0.001
H -0.85960 2.36782 -3.67186 0.006 -0.007 0.002
H 4.89439 0.95551 -1.93377 0.001 0.000 0.001
H -1.25185 -1.06148 5.66924 0.000 0.001 0.002
H -1.64008 3.65172 -2.70375 -0.006 -0.006 -0.004
H 2.43620 -1.97329 2.65503 0.004 -0.004 -0.002
H 0.40300 -0.29881 4.00807 0.002 0.000 0.001
H -2.64185 -4.05676 2.94274 -0.002 0.000 0.001
H -3.55718 2.68660 -0.68216 -0.003 0.011 0.002
```
Forces are in eV/Å.

The following is a DFT calculation (the ωB97M-V functional and the def2-TZVPD basis) of a gas-phase ion, C6H14N3O (charge +1).

As for the multiplicity: 1. As for the frontier orbital gap (alpha / beta): 7.78 / 7.78 eV. As for the energy: -12955.45736 eV. The net charge is +1.

```
24
Properties=species:S:1:pos:R:3:forces:R:3
O 2.04541 -2.00196 0.44613 0.850 1.362 -0.747
N -0.95229 0.35200 -0.44125 -0.032 0.841 0.656
N 1.42088 0.17104 -0.28475 -1.616 -1.770 0.459
N -0.83566 1.51902 0.06974 -0.493 0.370 -0.056
C 2.18979 -0.71804 0.24806 0.535 -0.464 -0.722
C -2.18073 -0.40083 -0.70022 -2.460 1.788 3.227
C 1.89909 1.50774 -0.56350 1.685 3.178 0.621
C 1.04224 -2.80111 1.06657 2.660 -2.392 1.351
C -2.04457 2.24323 0.37857 -0.634 -0.759 -0.116
C 0.14015 -0.32126 -0.64891 1.457 0.944 -0.423
H -2.80128 -0.39559 0.32475 1.526 -0.398 -2.177
H -2.71796 1.57988 0.96282 0.315 0.813 0.404
H -1.72835 3.16792 0.87295 -0.445 -0.423 0.088
H 0.90418 -3.73165 0.52176 -0.617 0.584 -0.993
H 3.16246 -0.32405 0.24455 1.795 -0.341 0.722
H 0.10018 -1.31817 -0.87911 -0.107 -1.978 -0.703
H 0.20461 -2.25621 1.34595 -1.536 0.685 0.532
H 2.99510 1.72233 -1.02214 -2.311 -1.547 1.322
H 1.76340 2.18806 0.37796 0.279 -1.374 -1.840
H -2.66330 2.48251 -0.49082 0.265 0.271 -0.274
H 1.63626 -3.28204 1.90154 -1.122 1.107 -0.083
H 1.23533 1.87328 -1.31708 -0.372 0.471 -0.318
H -2.84650 0.10775 -1.37047 0.023 0.396 -0.575
H -1.96844 -1.36385 -1.04308 0.354 -1.363 -0.355
```
Forces are in eV/Å.

The following is a DFT calculation (the ωB97M-V functional and the def2-TZVPD basis) of a molecular structure, C35H18F15GeMoN6S2.

As for the multiplicity: 3. As for the frontier orbital gap (alpha / beta): 5.53 / 5.36 eV. As for the energy: -166306.71971 eV. The net charge is +3.

```
78
Properties=species:S:1:pos:R:3:forces:R:3
Mo 0.38329 1.72308 0.43499 -0.993 -1.600 -0.546
Ge 0.30000 -2.80332 0.35269 0.012 -0.342 -0.023
S 0.30514 -0.49151 0.48022 0.279 0.699 0.279
S 0.55484 1.97429 2.87242 -0.055 0.067 0.033
F 1.79473 -1.45936 2.96139 -0.020 0.033 -0.091
F 2.50584 -2.72394 5.21081 -0.020 0.013 -0.043
F -1.26660 -4.40939 -1.85828 0.135 0.013 0.006
F 2.77142 -4.70412 -0.09273 -0.109 0.006 0.092
F -5.58641 -3.96047 -0.17000 0.051 0.017 0.009
F -2.05501 -1.84211 2.02827 0.113 0.019 0.028
F 1.52692 -2.10081 -4.67816 -0.028 0.032 -0.002
F 4.09782 -5.25823 -2.34727 -0.049 0.021 0.029
F 2.04800 -5.36405 5.49699 -0.015 0.034 -0.070
F 0.86622 -6.78206 3.52375 -0.014 0.008 -0.043
F -3.88729 -4.95760 -2.00982 0.041 0.008 0.012
F -4.68436 -2.38869 1.83306 0.034 0.010 0.018
F 0.16039 -1.53184 -2.44640 -0.135 0.004 0.046
F 0.13177 -5.51821 1.23132 -0.014 0.018 -0.136
F 3.47684 -3.97432 -4.63843 -0.045 0.016 0.057
N -0.13509 1.75640 -1.79853 -0.204 -0.011 0.177
N 0.74214 3.77271 0.73772 -0.003 0.985 0.377
N 0.07414 4.37333 1.80480 0.020 -0.210 -0.079
N 2.26908 2.16556 -0.42542 0.662 -0.007 -0.220
N -1.73875 2.06974 0.38242 -0.213 0.027 0.172
N -0.34120 4.17368 4.05756 -0.060 -0.023 0.140
C -3.74775 2.20515 -0.98620 -0.135 0.004 0.014
C 2.07632 5.81283 0.45706 0.070 0.018 -0.016
C 1.92257 -3.40478 4.23545 0.064 0.073 0.127
C 2.42758 -4.06356 -1.20490 -0.020 0.065 -0.004
C 2.56818 3.48297 -0.61223 -0.173 -0.067 0.154
C -1.56937 1.95023 -2.00560 0.221 -0.027 -0.066
C 2.80989 -3.70907 -3.53653 0.150 -0.060 -0.196
C 3.62733 3.88792 -1.38666 0.177 0.143 -0.134
C 1.40475 -3.12141 -1.19474 -0.026 0.010 0.027
C -4.30057 -3.69572 -0.08186 -0.253 -0.046 -0.017
C -3.42677 -4.20550 -1.02804 -0.086 -0.078 -0.109
C -2.14058 1.96030 -3.24493 -0.015 0.001 -0.148
C 1.73317 4.39122 0.19093 0.216 0.075 -0.135
C -3.53377 2.11895 -3.38735 0.032 -0.001 -0.017
C 4.43745 2.92573 -1.98478 0.057 0.041 -0.043
C 3.12723 -4.36615 -2.35991 0.126 -0.086 -0.041
C -3.83492 -2.89426 0.94884 -0.071 0.043 0.057
C -2.08196 -3.90696 -0.93318 0.012 0.044 0.026
C 0.06335 3.62342 2.93590 0.082 -0.024 -0.047
C -3.90837 2.15520 1.41046 -0.023 0.009 0.047
C 1.68974 -4.76241 4.38388 0.070 -0.144 0.246
C 1.80700 -2.75029 -3.55596 0.002 0.038 -0.079
C 0.92993 -3.47062 2.04168 -0.011 0.028 -0.108
C 4.15713 1.59117 -1.77230 0.034 -0.082 -0.030
C -4.52293 2.24604 0.19135 -0.088 0.021 -0.043
C 0.71596 -4.83023 2.22035 -0.020 0.052 0.066
C -2.51856 2.07437 1.46439 0.024 0.083 -0.130
C -2.35184 2.08943 -0.85542 0.102 -0.015 0.229
C -2.48656 -2.62377 1.02424 -0.061 -0.014 -0.068
C 1.08203 -5.49076 3.37237 0.000 -0.119 0.052
C -4.32188 2.23402 -2.27871 -0.062 0.012 -0.006
C 1.54275 -2.77502 3.06921 0.023 0.027 -0.022
C 3.06223 1.24173 -0.99567 -0.085 0.186 0.041
C 1.12552 -2.47815 -2.39345 0.102 -0.030 0.010
C -1.58244 -3.11393 0.09198 0.053 0.043 0.035
H 5.28179 3.22276 -2.59343 -0.019 0.011 0.006
H 2.80987 0.20893 -0.80804 -0.017 -0.034 0.002
H -2.02602 1.99540 2.42057 0.041 -0.020 0.037
H -0.61631 5.14307 4.13857 0.033 0.007 -0.005
H 0.12122 0.83565 -2.16046 0.031 -0.017 0.025
H 4.77824 0.81349 -2.19716 -0.023 0.013 0.027
H -5.60158 2.33007 0.11837 0.036 -0.011 -0.006
H 1.29233 6.47704 0.08263 0.001 -0.010 0.011
H -5.39613 2.33698 -2.37179 0.028 -0.007 0.004
H 0.37259 2.43750 -2.35915 0.065 0.009 0.029
H 3.83409 4.93971 -1.52615 0.021 -0.032 -0.019
H 2.18857 5.98171 1.53182 -0.008 -0.024 -0.005
H -0.36611 3.61742 4.90169 -0.009 0.012 -0.002
H -4.47254 2.14416 2.33186 0.002 0.006 -0.001
H 3.01170 6.10068 -0.01096 -0.021 0.010 0.002
H -3.97012 2.13273 -4.37666 0.013 -0.001 0.014
H -0.01405 5.38115 1.82286 -0.020 0.021 -0.018
H -1.52328 1.83465 -4.12763 -0.015 0.008 0.004
```
Forces are in eV/Å.

The following is a DFT calculation (the ωB97M-V functional and the def2-TZVPD basis) of C19H38O2 in the gas phase.

As for the multiplicity: 1. As for the frontier orbital gap: 11.07 eV. As for the energy: -24416.00182 eV. As for the structure (SMILES): CCCCCCCCCCCCCCCC(=O)OC(C)C. The net charge is 0.

```
59
Properties=species:S:1:pos:R:3:forces:R:3
O 5.20029 -0.24102 1.61814 0.118 0.075 0.067
O 5.36497 -1.14671 -0.42782 0.005 -0.146 -0.437
C -0.14477 2.19093 0.07564 -0.130 -0.300 0.400
C -7.88558 -0.97461 -0.09036 0.136 -0.280 -0.240
C 6.78211 -0.91284 -0.45730 0.626 0.139 0.067
C 2.80760 1.28684 -0.45195 -0.112 -0.063 0.099
C -6.38786 -0.79679 -0.32885 -0.321 0.345 0.152
C -1.61164 1.93178 0.41167 0.124 0.198 -0.432
C 2.60231 -0.21934 -0.62336 0.109 0.129 0.012
C -7.82262 -3.38892 0.72689 -0.092 0.065 -0.228
C 4.69328 -0.75929 0.65672 -0.443 -0.067 0.379
C -5.96121 0.66499 -0.21502 0.321 -0.383 -0.093
C -4.02968 2.29950 -0.32325 0.230 -0.189 -0.247
C 7.17823 -0.75520 -1.91820 -0.299 -0.002 0.365
C 7.50671 -2.07311 0.21649 -0.341 0.284 -0.018
C 3.21723 -1.05017 0.50861 0.025 0.082 -0.122
C -2.54985 2.51845 -0.64067 -0.176 -0.015 0.341
C -4.46056 0.83869 -0.43635 -0.278 0.378 0.148
C -8.36751 -2.40964 -0.30644 -0.028 0.135 0.216
C 2.26778 1.86662 0.85780 -0.067 -0.136 -0.032
C 0.78778 1.59039 1.12530 0.182 0.284 -0.219
H 1.53640 -0.44429 -0.68252 -0.032 -0.062 -0.048
H -6.13567 -1.16865 -1.32512 0.060 -0.080 -0.040
H 3.87774 1.50446 -0.49734 0.041 0.062 -0.101
H 0.53400 2.01303 2.10088 -0.049 -0.077 0.050
H 6.95824 -1.67070 -2.46136 0.013 -0.102 -0.103
H 2.85743 1.47339 1.68774 0.067 0.072 0.054
H 3.06009 -0.52612 -1.56620 -0.105 -0.038 -0.012
H -8.06711 -3.05481 1.73302 0.000 0.001 0.146
H 0.61420 0.51452 1.18641 -0.055 -0.097 0.072
H -4.24021 2.66237 0.68552 -0.066 0.076 0.045
H -4.19767 0.46286 -1.42831 0.067 -0.074 -0.043
H -2.32285 2.07632 -1.61397 0.036 0.034 -0.090
H -8.07734 -2.73966 -1.30672 -0.070 0.004 -0.072
H -5.82619 -1.38574 0.39818 0.088 -0.077 -0.019
H -3.92424 0.23737 0.29970 0.059 -0.099 -0.019
H -6.50763 1.26050 -0.95062 -0.060 0.070 0.010
H -8.12863 -0.66294 0.92829 -0.059 0.075 0.048
H -1.84428 2.36952 1.38539 -0.033 -0.034 0.096
H 2.42377 2.94814 0.83604 0.048 0.028 0.082
H -8.25729 -4.37500 0.57842 0.017 -0.119 0.057
H -8.42904 -0.31709 -0.77387 -0.024 0.084 0.042
H 8.57977 -1.90827 0.18253 0.131 -0.004 0.001
H 6.98088 0.01256 0.09940 -0.058 -0.193 -0.139
H 8.24101 -0.54401 -1.99139 0.116 0.012 -0.021
H -6.74269 -3.48063 0.64699 0.123 -0.055 0.060
H -4.62827 2.89410 -1.01812 -0.081 0.041 0.046
H 0.02973 3.26756 0.01020 0.040 0.069 -0.080
H 7.27236 -3.00513 -0.29302 0.012 -0.100 -0.070
H 2.73047 -0.83512 1.45887 0.085 -0.045 0.014
H -6.22590 1.04243 0.77570 -0.061 0.073 0.034
H 7.19649 -2.14999 1.25583 0.027 -0.030 0.079
H 3.09891 -2.11031 0.27791 -0.007 -0.016 0.064
H -1.76957 0.85438 0.48621 -0.014 -0.066 0.093
H 6.62309 0.06089 -2.37362 -0.016 0.080 -0.074
H -9.45924 -2.42052 -0.25966 -0.010 -0.041 -0.091
H -2.36154 3.59246 -0.71601 0.068 0.023 -0.076
H 0.07209 1.75963 -0.90327 0.031 0.043 -0.118
H 2.33863 1.79575 -1.29677 0.083 0.028 -0.054
```
Forces are in eV/Å.

The ΔE to the lowest compared entry with this formula, charge and spin results, record by record, are as follows: 0.0, 411.5, 0.0, 26.6 kJ/mol.